1.
A structure of composition C18H31FeN2 in a non-equilibrium geometry, computed with wB97M-V/def2-TZVPD.

Summary:
**Kohn-Sham gap (alpha / beta)**: 0.3434 / 0.2244 Eh
**2S+1**: 6
**Energy relative to the best compared isomer or geometry (same formula, charge and spin)**: 33.95 kcal/mol
**Total charge**: +2
**<S²>**: 8.7773
**F_max**: 7.027 eV Å⁻¹
**LUMO (alpha / beta)**: -5.62 / -9.05 eV

```
52
C18H31FeN2 | the Open Molecules 2025 dataset | wB97M-V/def2-TZVPD
H 1.852 -1.978 -3.298
C 1.467 -2.907 0.209
H 1.540 4.805 -1.534
H 1.364 -2.901 1.303
N 1.193 -0.275 2.604
H 1.390 -1.553 5.527
C 0.842 -0.318 3.893
H -2.571 1.639 2.771
N 0.156 0.136 1.797
C 0.132 3.211 -1.059
H 2.113 -0.506 2.230
C -0.491 0.080 3.942
H 0.019 0.814 -3.505
C -2.981 -0.728 -1.092
H 1.321 -3.945 -0.127
H -0.170 3.681 -0.114
C 0.700 4.277 -1.998
C 0.712 -1.233 -1.639
H -2.296 1.008 1.130
H 1.324 1.388 -1.556
C 1.942 -1.255 -2.473
H 2.495 -2.618 -0.041
H -3.189 0.148 -1.718
C -0.543 -0.597 -1.988
C 1.790 -0.708 4.952
H -1.725 0.743 -3.168
C -0.890 -1.866 -0.077
C -1.573 -2.635 0.991
H 1.053 3.837 -2.936
C -2.244 0.756 2.198
C 1.123 2.094 -0.727
H 0.924 1.623 0.496
H -0.941 -0.550 -4.096
C -0.896 0.350 2.633
H -0.070 5.016 -2.235
H -3.530 -1.579 -1.526
H -1.102 0.159 4.825
H -3.403 -0.544 -0.095
H 1.948 0.124 5.652
Fe 0.417 0.433 -0.097
H 2.101 2.539 -0.517
H -0.779 2.779 -1.492
H -2.435 -2.091 1.400
H 2.813 -1.538 -1.872
C 0.489 -1.996 -0.433
H -2.973 -0.047 2.399
H 2.761 -0.997 4.533
H -1.947 -3.599 0.610
C -1.525 -1.006 -1.021
H 2.137 -0.271 -2.919
C -0.812 0.142 -3.250
H -0.890 -2.860 1.821
```



2.
A structure of composition C18H31N3NbORb in a non-equilibrium geometry, computed with wB97M-V/def2-TZVPD.

Summary:
**Kohn-Sham gap**: 0.2251 Eh
**Energy relative to the best compared isomer or geometry (same formula, charge and spin)**: 0.89 kcal/mol
**Total charge**: +2
**F_max**: 2.660 eV Å⁻¹
**LUMO**: -7.89 eV

```
55
C18H31N3NbORb | the Open Molecules 2025 dataset | wB97M-V/def2-TZVPD
C -0.492 0.040 5.329
Nb 0.396 -0.271 -0.319
C 0.401 3.625 0.016
H 1.078 1.213 1.561
H -1.752 2.259 -0.606
H 0.937 4.587 0.089
H 0.532 -3.947 0.719
H 1.791 -2.874 -1.794
C -1.459 -3.931 -1.213
C 0.889 -3.491 -1.903
C 0.692 0.189 1.752
C 0.781 2.901 -1.279
C -1.870 0.272 5.203
C -0.262 0.157 2.923
C -1.280 -1.494 -2.781
H -0.045 -0.094 6.316
C 0.129 -2.962 0.435
H -1.649 -4.151 -2.269
H 2.753 2.110 -0.698
N 0.169 1.512 -1.217
C 0.258 3.758 -2.466
N -0.619 -1.618 -1.456
H 0.636 3.041 0.918
H 2.761 3.715 -1.474
H -0.681 3.850 0.039
H 1.381 -0.202 4.272
N 2.352 -0.567 -0.554
H -2.495 0.319 6.099
C -1.330 1.419 -1.174
H 1.564 -0.458 1.944
O 4.416 -1.082 0.560
H -1.779 1.412 -2.187
H -1.248 -4.889 -0.713
H 0.600 -3.483 -2.964
H -0.579 -1.605 -3.632
H 1.145 -4.522 -1.620
H 2.545 2.267 -2.460
Rb 0.518 0.965 -3.708
C -2.433 0.427 3.931
H 0.443 4.811 -2.208
H -2.082 0.493 1.785
C -0.261 -2.995 -1.029
H -3.508 0.595 3.838
C -1.638 0.371 2.780
H -2.055 -2.262 -2.896
H -1.655 0.480 -0.653
C 0.307 -0.024 4.194
H -1.828 -0.536 -2.854
H -0.828 3.642 -2.632
H 0.940 -2.209 0.639
C 3.413 -0.838 0.003
H -2.360 -3.507 -0.757
H -0.750 -2.764 1.064
H 0.829 3.624 -3.415
C 2.284 2.723 -1.480
```



3.
An isolated molecule of C18H31N5OS in a non-equilibrium geometry, computed with wB97M-V/def2-TZVPD.

Summary:
**Kohn-Sham gap**: 0.3355 Eh
**Structure (SMILES)**: C=CCNC(=O)CSc1nnc([C@H](CC)N(C)C)n1C1CCCCC1
**Energy relative to the best compared isomer or geometry (same formula, charge and spin)**: 0.76 kcal/mol
**F_max**: 1.145 eV Å⁻¹
**LUMO**: 0.63 eV

```
56
C18H31N5OS | the Open Molecules 2025 dataset | wB97M-V/def2-TZVPD
C 0.595 1.566 -1.722
H -1.273 -2.023 0.899
H -1.174 0.761 2.371
H 3.018 1.301 -2.951
N 0.987 0.676 -2.817
H -1.831 -4.658 -1.714
H -0.737 1.729 5.585
C -1.308 -3.933 -1.087
H 1.767 -2.365 -1.262
N 0.633 1.168 4.164
C -0.334 2.123 4.644
H -0.438 1.306 -4.213
C 2.413 0.401 -2.770
H 2.685 0.000 -1.796
C 0.978 0.967 -0.410
H -1.267 1.789 -0.657
H 0.173 3.071 4.856
C -1.466 2.370 3.688
C 0.794 -2.598 -0.823
H -2.362 3.380 -2.177
H 0.956 -3.008 0.175
H -3.107 -2.886 -0.518
C -2.138 -2.659 -0.966
C -0.044 -1.322 -0.726
H 0.655 -4.536 -1.748
C -0.924 1.851 -1.693
C 0.061 -3.623 -1.683
N 0.644 -0.292 0.022
C 0.712 -0.081 4.649
H 2.599 -0.405 3.593
H -2.585 1.861 1.990
H 1.135 2.528 -1.780
C -1.410 -1.628 -0.110
H -0.173 -0.915 -1.734
N 1.688 0.819 1.605
H -1.447 1.077 -2.257
C 1.713 -0.957 3.899
H 1.974 -1.818 4.514
H 2.652 -0.341 -3.531
H -0.965 3.365 -3.252
H -0.061 -3.227 -2.694
H -2.073 3.230 3.937
H 1.135 1.387 3.303
H -2.316 -2.245 -1.961
C 1.118 -0.321 1.302
H -1.180 -4.375 -0.097
C -1.751 1.632 2.632
O 0.084 -0.496 5.601
H -0.810 4.001 -1.615
H 0.976 0.495 -4.879
N 1.595 1.620 0.530
H 1.112 2.176 -4.322
C -1.285 3.234 -2.222
S 0.969 -1.667 2.395
H -1.999 -0.711 -0.041
C 0.640 1.203 -4.123
```



4.
A cluster of 3 separate species, C18H31NO10 in total, computed with wB97M-V/def2-TZVPD.

Summary:
**Kohn-Sham gap**: 0.3550 Eh
**Structure (SMILES)**: NCCCCCC(=O)OCCCOC=O.C[C@@H]1COC(=O)O1.C[C@@H]1COC(=O)O1
**F_max**: 0.755 eV Å⁻¹
**LUMO**: 0.62 eV

```
60
C18H31NO10 | the Open Molecules 2025 dataset | wB97M-V/def2-TZVPD
C -1.832 3.454 -1.350
C 0.855 -1.450 -0.680
H -1.015 1.265 3.477
H -0.620 1.692 1.814
C 2.060 0.586 -0.937
C 6.204 3.868 -0.984
H 1.495 0.753 3.563
O 1.377 -0.528 -1.540
H -0.313 1.663 -0.144
H -1.091 -0.899 -1.431
H 5.152 5.076 -2.415
O 5.386 0.559 -1.056
H -2.375 -2.329 0.145
H -7.665 -5.222 -0.912
H -1.852 0.164 0.702
H 1.585 1.723 2.276
H 2.046 0.481 0.153
C -5.331 -5.184 1.680
H 6.637 3.954 0.017
O 1.540 -2.048 0.094
H -0.559 1.277 -1.866
C -4.937 -3.069 1.014
H -4.766 -6.103 1.805
O 7.115 1.874 -1.668
C -0.418 -0.410 2.249
H -2.264 3.074 -0.406
C -1.398 -1.949 0.444
C -0.316 1.067 2.658
H -0.549 -1.000 3.161
H 6.935 3.448 -2.984
C 5.562 5.160 -1.408
C -0.622 -1.697 -0.852
H -7.977 -5.194 0.826
H 1.925 2.692 -0.795
C 1.442 1.899 -1.373
H 1.675 2.079 -2.426
N 1.014 1.511 3.088
O -4.544 -1.947 1.025
H 4.751 5.423 -0.731
O 5.234 2.802 -0.936
O -5.912 -3.544 0.209
H 6.299 5.963 -1.392
H -6.103 -5.112 2.450
C 7.219 3.277 -1.943
H -7.253 -6.630 0.076
H -0.907 -2.734 1.025
O -2.465 4.018 -2.178
C -5.907 -4.984 0.292
C -7.285 -5.541 0.058
O -0.490 3.300 -1.416
C -1.606 -0.710 1.318
H 3.106 0.577 -1.240
O -4.456 -4.057 1.807
H 0.531 -0.705 1.797
C -0.053 1.951 -1.171
H -2.488 -0.883 1.938
H -5.204 -5.348 -0.463
H -0.680 -2.596 -1.478
H 8.241 3.608 -1.778
C 5.868 1.635 -1.205
```



5.
A structure of composition C18H32AsF6N3O2PtSSi, computed with wB97M-V/def2-TZVPD.

Summary:
**Kohn-Sham gap (alpha / beta)**: 0.2327 / 0.2328 Eh
**2S+1**: 2
**Energy relative to the best compared isomer or geometry (same formula, charge and spin)**: 50.73 kcal/mol
**Total charge**: +1
**<S²>**: 0.7536
**F_max**: 0.206 eV Å⁻¹
**LUMO (alpha / beta)**: -5.63 / -5.63 eV

```
65
C18H32AsF6N3O2PtSSi | the Open Molecules 2025 dataset | wB97M-V/def2-TZVPD
F -0.261 1.153 0.854
H -0.976 -3.133 0.927
C 5.072 2.894 2.736
H -4.274 -0.722 -2.594
H -4.436 -2.315 -0.285
H -2.111 -0.105 -3.798
C 3.840 -0.346 1.668
S 1.182 -2.404 -1.207
C -4.147 0.125 -1.917
H 1.682 1.426 -3.682
C -2.569 -1.642 0.667
H 2.423 0.040 -2.831
H -4.626 -0.116 -0.968
H 1.549 1.591 -1.352
O 0.890 1.034 -1.812
C -2.116 0.794 -3.179
H 2.362 -4.865 -0.843
C -1.742 -2.329 -2.243
F 1.592 1.323 2.455
Si -1.855 -0.969 -0.961
H -1.061 -2.085 -3.060
H -4.052 -3.094 1.245
H 5.359 0.912 3.418
F -1.630 2.515 2.376
C 2.426 -2.939 -0.196
N 3.221 -2.211 0.715
H -1.445 -3.288 -1.821
N 2.973 -0.988 0.791
H -3.585 -1.027 2.459
Pt 0.449 -0.489 -0.235
H -1.570 2.215 -0.889
C 1.493 0.571 -3.035
O 3.171 1.372 -0.504
H -1.112 1.214 -3.147
As -0.010 1.998 2.533
H -4.095 -0.116 1.045
F 0.536 3.331 1.596
H 5.633 3.340 3.545
C 3.740 3.299 0.725
C 4.127 0.973 1.621
H -2.544 0.229 1.811
C -1.449 -2.315 1.478
H -3.171 2.613 -1.506
H -3.001 1.764 0.029
C -3.230 -0.565 1.533
H 3.632 -4.469 0.287
H 4.583 4.841 1.873
C -2.592 1.852 -0.976
H 3.287 3.939 -0.017
C 3.617 1.862 0.525
H -4.695 0.968 -2.348
F -0.529 0.515 3.233
C -3.617 -2.714 0.316
H 0.779 -0.094 -3.514
H -2.736 -2.458 -2.680
H -1.868 -2.735 2.398
H -3.185 -3.562 -0.216
H -0.679 -1.600 1.799
H 4.301 -0.982 2.416
C 4.452 3.774 1.755
C 4.931 1.563 2.667
N 2.825 -4.191 -0.254
H -2.758 1.524 -3.679
F 0.267 2.761 4.021
C -2.665 0.544 -1.768
```



6.
A cluster of 4 separate species, C18H32BrFNO10S in total in a non-equilibrium geometry, computed with wB97M-V/def2-TZVPD.

Summary:
**Kohn-Sham gap**: 0.1693 Eh
**Total charge**: +1
**F_max**: 5.667 eV Å⁻¹
**LUMO**: -6.60 eV

```
64
C18H32BrFNO10S | the Open Molecules 2025 dataset | wB97M-V/def2-TZVPD
O -5.652 -2.028 2.076
H 1.607 1.488 -0.496
C -3.549 -2.796 -0.399
O 5.500 -2.239 -1.810
H 0.981 -0.835 1.297
H -3.150 0.096 6.320
H 6.841 0.377 -2.136
O -4.532 -2.993 -1.297
O -4.409 -0.634 3.272
C 7.595 -2.447 -0.588
C 3.077 5.291 -1.883
H -3.899 -1.436 5.839
H 7.042 -2.501 0.353
C -6.212 -1.890 4.369
C -3.275 -1.400 0.081
H -5.844 -0.383 -2.991
F 3.254 6.679 1.393
H -2.430 -0.904 5.040
C 5.333 -1.087 -2.477
H -4.163 -0.775 0.143
H -6.306 -1.088 5.098
O 4.217 -0.637 -2.646
H -5.752 -2.763 4.831
S 2.903 3.499 -2.469
O 3.818 6.000 -2.588
H -7.229 -2.141 4.060
C -5.536 -2.020 -1.619
H 6.293 0.239 -3.822
C -5.052 -1.080 -2.705
C -4.186 0.186 4.429
H 1.337 -1.125 -0.524
H 0.455 3.678 -1.748
H -6.398 -2.581 -1.988
H -4.745 -1.645 -3.589
N 2.334 5.718 -0.688
Br 4.303 2.350 -1.158
H 1.547 0.670 -2.220
H 8.508 -3.039 -0.494
H -2.535 -0.936 -0.570
C -0.373 0.370 -0.036
H -3.621 1.054 4.082
H 7.269 -2.940 -2.689
C -3.372 -0.554 5.471
O -0.318 1.081 -1.285
O -1.142 0.721 0.892
C -5.428 -1.506 3.145
H -5.873 -1.491 -0.725
H -5.127 0.571 4.827
C 1.077 1.466 -1.520
H 7.392 -0.956 -3.186
H 7.875 -1.401 -0.732
H 1.362 5.994 -0.902
C 0.516 -0.961 0.254
C 2.968 6.860 0.000
O 3.235 7.965 -0.484
H -0.232 -1.841 0.290
H 0.692 2.743 -3.313
O -2.850 -3.722 -0.049
H -4.184 -0.503 -2.379
C 1.144 2.918 -2.260
H -2.874 -1.458 1.095
H 6.480 -4.002 -1.545
C 6.743 -2.958 -1.732
C 6.549 -0.322 -2.920
```



7.
A structure of composition C18H32CaF6N3O27S6 in a non-equilibrium geometry, computed with wB97M-V/def2-TZVPD.

Summary:
**Kohn-Sham gap**: 0.3131 Eh
**Total charge**: -1
**F_max**: 10.185 eV Å⁻¹
**LUMO**: 1.60 eV

```
93
C18H32CaF6N3O27S6 | the Open Molecules 2025 dataset | wB97M-V/def2-TZVPD
O 22.134 -0.212 -8.410
H 14.412 7.583 1.611
C 19.225 11.387 -7.941
C 17.370 4.637 -10.452
S 22.303 1.216 -8.119
C 15.713 9.406 -7.408
O 22.475 2.206 -9.133
N 21.774 1.594 -6.717
C 15.599 8.774 -5.998
O 20.687 6.307 -9.391
O 17.070 9.882 -7.515
H 18.876 5.319 -1.724
C 15.336 7.480 2.179
O 17.567 3.708 -11.370
H 14.669 8.206 -5.970
H 15.551 6.414 2.117
H 15.983 9.468 1.599
H 20.998 4.082 -10.917
C 22.353 8.662 -9.391
O 19.114 9.930 -8.246
N 17.434 5.174 -6.499
C 20.766 10.772 -12.897
H 16.161 2.928 -12.719
C 15.369 4.619 -11.500
H 15.642 9.559 -5.243
S 20.270 2.114 -7.324
H 19.990 6.648 -1.264
F 22.509 4.893 -7.373
C 16.380 8.453 1.618
H 22.458 12.137 -13.294
H 20.197 11.727 -8.300
O 18.305 9.022 -11.129
H 18.353 11.935 -8.297
O 22.224 4.190 -5.227
O 19.959 3.541 -7.428
O 23.493 6.331 -5.898
O 21.657 8.610 -5.863
H 22.018 12.020 -11.636
H 19.835 4.878 -11.774
H 15.028 10.254 -7.440
O 16.765 8.125 0.285
H 22.924 9.530 -9.722
F 19.541 1.751 -5.926
H 22.934 8.301 -8.542
H 16.851 4.485 -13.088
C 19.083 6.386 -1.808
O 20.024 10.489 -11.716
H 21.755 8.837 -13.286
H 17.345 8.470 2.125
H 14.800 3.969 -10.836
C 21.430 6.654 -10.342
O 18.129 6.297 0.770
S 15.927 5.067 -6.772
N 20.839 6.362 -6.181
O 16.816 3.138 -4.712
H 20.188 11.482 -13.488
O 21.665 5.887 -11.460
S 22.307 5.495 -5.924
C 20.914 4.728 -11.791
H 15.315 8.804 -8.225
H 19.351 11.606 -6.880
O 19.641 8.712 -12.952
C 16.423 3.891 -12.280
H 20.550 9.397 -14.501
O 16.239 5.446 -10.813
O 16.900 5.566 -3.898
H 16.389 8.037 -5.855
C 18.174 9.133 -7.886
H 15.164 7.572 3.252
S 17.271 4.567 -4.924
Ca 19.213 5.801 -7.572
C 19.262 9.327 -11.800
O 18.178 4.838 -9.491
O 19.575 1.114 -8.189
H 21.339 9.032 -9.238
F 16.085 6.091 -8.070
O 18.269 7.871 -7.901
C 22.112 11.425 -12.544
H 21.285 4.232 -12.688
O 22.256 7.747 -10.429
F 23.843 1.328 -7.741
H 14.666 5.117 -12.167
F 19.534 7.870 -5.130
O 14.969 5.791 -5.919
C 17.616 7.082 -0.052
O 17.934 7.082 -1.331
F 18.902 4.460 -4.762
O 15.422 3.874 -7.516
C 20.797 9.334 -13.441
H 19.089 6.677 -2.858
S 21.135 7.470 -5.244
O 21.475 7.243 -3.870
H 22.939 10.795 -12.218
```



What did the second record say?
A structure of composition C18H31N3NbORb in a non-equilibrium geometry, computed with wB97M-V/def2-TZVPD.

Summary:
**Kohn-Sham gap**: 0.2251 Eh
**Energy relative to the best compared isomer or geometry (same formula, charge and spin)**: 0.89 kcal/mol
**Total charge**: +2
**F_max**: 2.660 eV Å⁻¹
**LUMO**: -7.89 eV

```
55
C18H31N3NbORb | the Open Molecules 2025 dataset | wB97M-V/def2-TZVPD
C -0.492 0.040 5.329
Nb 0.396 -0.271 -0.319
C 0.401 3.625 0.016
H 1.078 1.213 1.561
H -1.752 2.259 -0.606
H 0.937 4.587 0.089
H 0.532 -3.947 0.719
H 1.791 -2.874 -1.794
C -1.459 -3.931 -1.213
C 0.889 -3.491 -1.903
C 0.692 0.189 1.752
C 0.781 2.901 -1.279
C -1.870 0.272 5.203
C -0.262 0.157 2.923
C -1.280 -1.494 -2.781
H -0.045 -0.094 6.316
C 0.129 -2.962 0.435
H -1.649 -4.151 -2.269
H 2.753 2.110 -0.698
N 0.169 1.512 -1.217
C 0.258 3.758 -2.466
N -0.619 -1.618 -1.456
H 0.636 3.041 0.918
H 2.761 3.715 -1.474
H -0.681 3.850 0.039
H 1.381 -0.202 4.272
N 2.352 -0.567 -0.554
H -2.495 0.319 6.099
C -1.330 1.419 -1.174
H 1.564 -0.458 1.944
O 4.416 -1.082 0.560
H -1.779 1.412 -2.187
H -1.248 -4.889 -0.713
H 0.600 -3.483 -2.964
H -0.579 -1.605 -3.632
H 1.145 -4.522 -1.620
H 2.545 2.267 -2.460
Rb 0.518 0.965 -3.708
C -2.433 0.427 3.931
H 0.443 4.811 -2.208
H -2.082 0.493 1.785
C -0.261 -2.995 -1.029
H -3.508 0.595 3.838
C -1.638 0.371 2.780
H -2.055 -2.262 -2.896
H -1.655 0.480 -0.653
C 0.307 -0.024 4.194
H -1.828 -0.536 -2.854
H -0.828 3.642 -2.632
H 0.940 -2.209 0.639
C 3.413 -0.838 0.003
H -2.360 -3.507 -0.757
H -0.750 -2.764 1.064
H 0.829 3.624 -3.415
C 2.284 2.723 -1.480
```